(1)
{"formula": "C39H41N4O2PRu", "method": "ωB97M-V with the def2-TZVPD basis set", "multiplicity": 2, "s_squared": 0.775, "total_charge": 1, "e_homo_ev": [-9.832, -9.824], "homo_lumo_gap_ha": [0.21892, 0.23325], "symbols": ["Ru", "C", "N", "C", "C", "C", "N", "C", "C", "C", "C", "C", "C", "C", "O", "C", "C", "C", "N", "C", "C", "C", "C", "C", "C", "C", "O", "H", "H", "H", "H", "H", "H", "H", "H", "H", "H", "H", "H", "H", "H", "H", "H", "H", "H", "H", "H", "H", "H", "H", "H", "H", "N", "C", "C", "C", "C", "C", "C", "P", "C", "C", "C", "C", "C", "C", "C", "C", "C", "C", "C", "C", "H", "H", "H", "H", "H", "H", "H", "H", "H", "H", "H", "H", "H", "H", "H", "H"], "coordinates": [[0.0546, -0.8337, 0.3990], [-2.6815, -1.6695, -0.2310], [-1.4885, -2.1081, -0.9897], [-1.4920, -1.5060, -2.3283], [-0.1809, -1.6402, -3.0937], [0.8905, -0.6181, -2.7537], [1.4378, -0.6363, -1.3940], [2.6167, -0.1270, -1.2805], [3.4347, 0.0646, -0.1316], [4.6802, 0.7026, -0.3213], [5.5642, 0.8892, 0.7050], [5.2301, 0.4274, 1.9888], [4.0261, -0.1853, 2.2174], [3.0791, -0.3800, 1.1745], [1.9671, -0.9639, 1.4516], [-1.5416, -3.5802, -1.0301], [-0.2690, -4.3490, -1.3962], [0.9981, -3.7519, -0.7824], [0.6748, -3.1261, 0.4781], [1.1644, -3.6245, 1.5515], [0.8647, -3.2470, 2.8954], [1.5229, -3.9458, 3.9211], [1.2303, -3.7357, 5.2448], [0.2350, -2.8058, 5.5692], [-0.3951, -2.0763, 4.5917], [-0.0954, -2.2439, 3.2146], [-0.6986, -1.5070, 2.3427], [-3.6064, -2.0229, -0.7071], [-2.7279, -0.5871, -0.1715], [-2.6293, -2.0639, 0.7829], [-1.7179, -0.4464, -2.2113], [-2.3038, -1.9518, -2.9201], [-0.3990, -1.4952, -4.1538], [0.2107, -2.6465, -2.9971], [0.4744, 0.3684, -2.9401], [1.7064, -0.7450, -3.4724], [3.0968, 0.2124, -2.2037], [4.9316, 1.0565, -1.3157], [6.5177, 1.3670, 0.5284], [5.9256, 0.5578, 2.8079], [3.7485, -0.5574, 3.1960], [-2.3387, -3.8760, -1.7233], [-1.8352, -3.8983, -0.0316], [-0.1549, -4.4392, -2.4767], [-0.4066, -5.3621, -1.0148], [1.4357, -2.9950, -1.4329], [1.7397, -4.5464, -0.6562], [1.8542, -4.4715, 1.4690], [2.2875, -4.6648, 3.6465], [1.7557, -4.2788, 6.0176], [-0.0384, -2.6609, 6.6069], [-1.1409, -1.3346, 4.8508], [0.3080, 1.1678, 1.9755], [0.2961, 2.5239, 1.5707], [0.9076, 3.5233, 2.3234], [0.7992, 4.8471, 1.9388], [0.0800, 5.1892, 0.7992], [-0.4985, 4.1963, 0.0314], [-0.3611, 2.8566, 0.3941], [-1.0493, 1.5028, -0.6184], [-2.8402, 1.7928, -0.3007], [-3.8579, 1.4693, -1.1979], [-5.1871, 1.6923, -0.8742], [-5.5328, 2.1852, 0.3736], [-4.5341, 2.4537, 1.2973], [-3.2035, 2.2628, 0.9646], [-0.6571, 2.1496, -2.2962], [-1.4115, 1.9245, -3.4469], [-0.9592, 2.3457, -4.6889], [0.2626, 2.9867, -4.8134], [1.0384, 3.1913, -3.6812], [0.5937, 2.7629, -2.4427], [1.0320, 0.9771, 2.6587], [-0.5801, 0.8691, 2.3703], [1.4353, 3.2575, 3.2318], [1.2602, 5.6179, 2.5418], [-0.0275, 6.2251, 0.5076], [-1.0463, 4.4546, -0.8655], [-3.6358, 1.0345, -2.1594], [-5.9538, 1.4687, -1.6044], [-6.5715, 2.3360, 0.6341], [-4.7879, 2.8177, 2.2841], [-2.4416, 2.5027, 1.6942], [-2.3630, 1.4196, -3.4090], [-1.5685, 2.1604, -5.5638], [0.6155, 3.3106, -5.7831], [1.9991, 3.6834, -3.7599], [1.2263, 2.9009, -1.5758]]}

(2)
{"formula": "C14H28N2O4", "method": "ωB97M-V with the def2-TZVPD basis set", "e_homo_ev": -8.362, "homo_lumo_gap_ha": 0.32893, "symbols": ["C", "H", "H", "H", "C", "C", "H", "H", "H", "O", "C", "C", "H", "H", "C", "N", "C", "O", "C", "O", "N", "H", "C", "C", "C", "O", "C", "C", "H", "H", "H", "C", "H", "H", "H", "H", "H", "H", "H", "H", "H", "H", "H", "H", "H", "H", "H", "H"], "coordinates": [[1.0169, 0.5906, -2.5139], [0.7799, 0.0074, -3.4434], [0.4271, 1.4608, -2.6299], [0.4086, 0.0427, -1.8199], [2.3652, 0.7758, -2.4241], [3.3521, 1.3168, -3.4681], [3.3835, 0.6935, -4.2516], [2.8353, 2.1074, -3.8363], [4.3259, 1.2793, -3.2415], [3.0099, -0.5326, -1.9072], [3.1080, -1.0646, -0.4534], [3.2438, -2.5469, -0.4613], [3.4410, -2.5187, 0.4792], [3.9795, -2.7740, -1.0112], [1.8322, -3.1872, -0.7702], [1.0775, -2.9067, 0.4425], [-0.1526, -2.0313, 0.3529], [-0.4894, -1.5132, -0.5807], [-0.9268, -2.2311, 1.8079], [-0.2290, -2.6547, 2.8158], [-1.9612, -1.4716, 1.6114], [-1.9919, -1.0086, 0.9107], [-2.6546, -1.0927, 2.9472], [-2.4641, 0.5228, 3.1622], [-3.4681, 1.0118, 1.8563], [-3.0222, 0.9108, 0.6847], [-2.0523, 1.9121, -0.1322], [-2.6443, 2.9668, -0.3261], [-1.8482, 3.6869, -1.0988], [-3.5922, 3.0598, -0.7940], [-2.7315, 3.6308, 0.5035], [-0.7294, 1.8619, 0.5545], [0.0077, 2.4011, 0.0694], [-0.2777, 1.0228, 0.8212], [-0.7684, 2.5336, 1.5406], [-1.8442, 1.0356, -0.8318], [-4.5388, 0.9429, 1.8942], [-3.0970, 2.4485, 2.3122], [-3.0476, 0.7300, 4.0296], [-1.4053, 0.6985, 3.1498], [-2.2685, -1.3830, 3.8403], [-3.4926, -1.2982, 2.8528], [1.2646, -3.3324, 1.2682], [1.4770, -2.6085, -1.6466], [2.1464, -4.3138, -0.8869], [1.9332, -0.4997, -0.0262], [3.7828, -0.2247, 0.0138], [2.4999, 1.5433, -1.3661]]}

(3)
{"formula": "C4H10ClN", "method": "ωB97M-V with the def2-TZVPD basis set", "smiles": "CN(C)CCCl", "e_homo_ev": -8.533, "homo_lumo_gap_ha": 0.34776, "symbols": ["C", "N", "C", "C", "C", "Cl", "H", "H", "H", "H", "H", "H", "H", "H", "H", "H"], "coordinates": [[1.3247, -0.4065, 2.3104], [0.3756, -0.6244, 1.2410], [0.1611, -2.0625, 0.9619], [0.4078, 0.1129, 0.0566], [-0.9169, 0.3225, -0.5716], [-0.7440, 1.4446, -2.0326], [2.4603, -1.0748, 2.3244], [0.7466, -0.7697, 3.3656], [1.4791, 0.7909, 2.0390], [-0.0483, -2.6589, 1.9104], [-0.6738, -2.3036, 0.3269], [1.0813, -2.4018, 0.5218], [0.9567, -0.6620, -0.6656], [1.0030, 1.0737, 0.2730], [-1.5674, 0.6960, 0.1880], [-1.2802, -0.6753, -0.9602]]}

no.,electronic energy (hartree)
1,-2316.2516
2,-960.1120
3,-673.2505